1.
C49H49FILuN7O5 as an isolated structure. Source: the Open Molecules 2025 dataset; level of theory: ωB97M-V/def2-TZVPD.

CARTESIAN COORDINATES (ANGSTROEM)
Lu (-0.04718, -0.25112, -0.91557)
O (-6.05520, 3.48491, -1.11502)
C (-4.84863, 2.99932, -1.52848)
O (-4.37199, 3.38146, -2.55387)
C (-4.24088, 1.99853, -0.63281)
C (-4.85182, 1.05417, 0.16880)
N (-3.87301, 0.32978, 0.72365)
N (-2.65545, 0.71888, 0.33128)
C (-2.85907, 1.73502, -0.48490)
C (-1.66109, 2.43959, -1.07644)
O (-1.55296, 3.64790, -0.92108)
O (-0.84345, 1.63967, -1.64410)
H (-6.29049, 3.10527, -0.26254)
H (-5.89261, 0.82212, 0.32910)
H (-3.96977, -0.49266, 1.29405)
I (-1.64051, -1.63628, -3.04495)
C (0.29204, -1.58299, -4.20008)
C (0.19578, -1.66451, -5.56204)
C (1.35029, -1.70862, -6.36985)
C (2.58325, -1.71325, -5.78340)
C (2.71530, -1.65790, -4.37465)
C (3.99376, -1.71960, -3.77311)
C (4.10446, -1.68752, -2.41206)
C (2.95508, -1.52219, -1.61494)
C (1.66923, -1.41919, -2.11641)
C (1.55624, -1.54844, -3.54457)
H (-0.78809, -1.70547, -6.01907)
H (1.25027, -1.76629, -7.44790)
H (3.48563, -1.77235, -6.38340)
H (4.86930, -1.80424, -4.40887)
H (5.08041, -1.75695, -1.94116)
H (3.10880, -1.47846, -0.53563)
C (1.42648, 2.55272, 5.68309)
C (1.59313, 1.05653, 5.68936)
C (2.40901, 0.43810, 6.62655)
C (2.61958, -0.93272, 6.62114)
C (1.98465, -1.70502, 5.66189)
C (1.15523, -1.11428, 4.72344)
C (0.95951, 0.26834, 4.71884)
N (0.15994, 0.91614, 3.75891)
C (-0.14623, 0.31188, 2.51758)
N (-1.05387, -0.67201, 2.65515)
C (-1.15785, -1.90471, 1.93805)
C (-0.60531, -2.02129, 0.65880)
C (-0.61893, -3.33613, 0.16038)
C (-1.16975, -4.40943, 0.84189)
C (-1.77438, -4.20994, 2.07251)
C (-1.76122, -2.95060, 2.65330)
C (-2.32405, -2.75788, 4.04288)
N (0.33158, 0.75446, 1.40129)
C (1.28543, 1.81027, 1.50898)
C (0.88060, 3.10532, 1.18849)
C (1.72690, 4.18198, 1.39459)
C (2.97390, 3.98339, 1.96877)
C (3.39456, 2.69228, 2.24550)
C (2.58872, 1.58806, 1.98426)
C (3.15190, 0.20247, 2.17494)
H (1.95583, 2.99549, 6.52489)
H (0.37395, 2.83870, 5.75357)
H (1.83571, 2.98757, 4.76472)
H (2.91137, 1.05058, 7.36670)
H (3.28088, -1.38646, 7.34761)
H (2.14849, -2.77442, 5.62729)
H (0.70412, -1.73658, 3.96187)
H (0.38299, 1.89588, 3.65922)
H (-1.40141, -0.72426, 3.59820)
H (-0.15917, -3.52793, -0.80514)
H (-1.14696, -5.40137, 0.40461)
H (-2.24547, -5.03501, 2.59450)
H (-2.80248, -3.67554, 4.38092)
H (-3.07455, -1.96226, 4.08463)
H (-1.53368, -2.51795, 4.76284)
H (-0.10580, 3.26946, 0.77515)
H (1.39103, 5.17751, 1.13226)
H (3.62434, 4.82515, 2.17351)
H (4.37552, 2.52739, 2.67973)
H (4.08166, 0.10137, 1.61043)
H (2.45910, -0.55913, 1.82015)
H (3.38089, 0.00602, 3.22309)
F (-7.27260, -6.26359, -1.61539)
C (-6.43623, -5.18077, -1.67478)
C (-6.95652, -3.94140, -1.97802)
C (-6.11169, -2.84110, -2.00900)
C (-4.73997, -2.94678, -1.70707)
C (-3.85470, -1.80270, -1.65420)
C (-4.25933, -4.24635, -1.43913)
C (-5.08926, -5.35086, -1.41363)
H (-8.01965, -3.84306, -2.16260)
H (-6.52349, -1.86425, -2.23975)
H (-4.35326, -0.84915, -1.81919)
H (-3.21834, -1.80481, -0.77227)
H (-3.20249, -4.36144, -1.25112)
H (-4.70487, -6.33930, -1.19195)
C (4.45300, 1.91144, -0.93308)
N (3.65348, 2.63208, -1.90185)
C (4.34762, 3.67548, -2.62220)
C (2.38813, 2.22395, -2.18493)
O (1.86778, 1.28549, -1.58193)
N (1.80456, 2.89174, -3.27738)
C (0.92089, 2.05533, -4.09241)
C (1.20169, 4.18489, -2.93996)
H (5.34975, 1.52162, -1.42350)
H (3.87069, 1.08004, -0.55179)
H (4.74856, 2.56363, -0.11130)
H (5.34410, 3.31748, -2.89336)
H (4.46165, 4.56858, -1.99924)
H (3.80134, 3.92722, -3.52531)
H (1.37873, 1.07742, -4.23401)
H (-0.06840, 1.92862, -3.65320)
H (0.81914, 2.53507, -5.06773)
H (0.25343, 4.06754, -2.40904)
H (1.88520, 4.76167, -2.31429)
H (1.02755, 4.73554, -3.86674)

The energy above the lowest of the compared OMol25 structures with the same formula, charge and spin is 6.3 kcal per mole. Its total charge is -1. The value obtained for the highest occupied orbital energy is -3.10 eV. As for the gap between HOMO and LUMO: 5.2 eV. The maximum force is 1.0 eV/A.

---

2.
C49H50ClLuN5O4S7Si as an isolated structure in a non-equilibrium geometry. Source: the Open Molecules 2025 dataset; level of theory: ωB97M-V/def2-TZVPD.

CARTESIAN COORDINATES (ANGSTROEM)
Lu (0.14027, -1.42335, -1.13972)
N (-1.39704, -0.23656, 0.01961)
S (-1.98675, 0.57739, 1.05057)
N (-1.10712, 1.91736, 1.59350)
S (0.06754, 2.01714, 2.57745)
N (1.29663, 1.08403, 2.61300)
S (1.80083, 0.25286, 1.23482)
N (1.01439, -0.92268, 0.90471)
C (2.00591, 1.67954, 0.13505)
C (1.03563, 1.97134, -0.80948)
C (1.16185, 3.12389, -1.56720)
C (2.23836, 3.97718, -1.36981)
C (3.19753, 3.68022, -0.41205)
C (3.08382, 2.52465, 0.34584)
C (3.43859, -0.20456, 1.80760)
C (4.00062, -1.26437, 1.11140)
C (5.18417, -1.81647, 1.57141)
C (5.77818, -1.32381, 2.72656)
C (5.20036, -0.26916, 3.41968)
C (4.02114, 0.29883, 2.96058)
C (0.63330, 3.69198, 2.34316)
C (1.73812, 4.10239, 3.07827)
C (2.22876, 5.38220, 2.90224)
C (1.61810, 6.24065, 1.99455)
C (0.51767, 5.81705, 1.26372)
C (0.01614, 4.53664, 1.43636)
C (-0.49906, 2.07222, 4.26466)
C (0.17172, 1.40172, 5.27435)
C (-0.32641, 1.45871, 6.56447)
C (-1.48150, 2.17850, 6.83643)
C (-2.14211, 2.85211, 5.81537)
C (-1.64982, 2.80384, 4.52497)
C (-2.41584, -0.25628, 2.59882)
C (-1.36959, -0.97753, 3.15340)
C (-1.56605, -1.65907, 4.34256)
C (-2.80025, -1.60370, 4.97300)
C (-3.85395, -0.92439, 4.38294)
C (-3.67333, -0.25851, 3.17852)
C (-3.40175, 1.53321, 0.50312)
C (-3.65133, 1.48762, -0.85596)
C (-4.68814, 2.25592, -1.36575)
C (-5.46709, 3.02878, -0.51549)
C (-5.19699, 3.06815, 0.84771)
C (-4.14569, 2.32643, 1.36296)
H (0.19555, 1.30967, -0.97277)
H (0.41823, 3.34098, -2.32326)
H (2.33670, 4.87463, -1.96810)
H (4.04224, 4.34104, -0.26359)
H (3.83758, 2.27157, 1.08131)
H (3.48655, -1.64700, 0.23534)
H (5.62878, -2.64558, 1.03773)
H (6.68568, -1.77975, 3.10152)
H (5.65841, 0.10391, 4.32688)
H (3.53786, 1.10635, 3.49309)
H (2.20322, 3.41015, 3.77004)
H (3.08970, 5.71217, 3.46855)
H (2.00593, 7.24188, 1.85894)
H (0.05171, 6.48443, 0.55084)
H (-0.82971, 4.16704, 0.87138)
H (1.05741, 0.83242, 5.02371)
H (0.18097, 0.92997, 7.36056)
H (-1.87031, 2.21663, 7.84543)
H (-3.04263, 3.41304, 6.02742)
H (-2.14154, 3.32087, 3.70966)
H (-0.42647, -1.04073, 2.62866)
H (-0.75631, -2.24531, 4.75621)
H (-2.94592, -2.11439, 5.91677)
H (-4.83206, -0.92709, 4.84670)
H (-4.51221, 0.22107, 2.69163)
H (-3.02901, 0.86101, -1.49230)
H (-4.88210, 2.24820, -2.42986)
H (-6.29206, 3.60787, -0.91111)
H (-5.80503, 3.67587, 1.50581)
H (-3.89796, 2.36588, 2.41613)
S (-1.20517, -3.15753, 1.09588)
S (-1.93447, -4.44887, 2.32512)
S (-3.79293, -4.20358, -0.91243)
S (-2.51117, -2.76128, -0.58589)
Cl (-1.10669, -0.23247, -2.95013)
O (0.58319, -4.20122, -0.10457)
N (1.19980, -3.44641, -0.79117)
C (4.65423, 0.49668, -2.03823)
Si (3.12121, -0.33903, -2.81404)
C (3.73703, -1.95324, -3.60864)
C (2.56565, 0.79561, -4.23133)
O (1.97957, -0.57286, -1.73031)
H (5.53708, 0.34313, -2.66396)
H (4.87510, 0.09569, -1.04543)
H (4.50488, 1.57417, -1.92880)
H (4.79453, -1.88536, -3.87762)
H (3.17438, -2.18376, -4.51656)
H (3.60892, -2.80155, -2.93102)
H (3.32745, 0.87380, -5.01213)
H (2.34738, 1.80233, -3.86398)
H (1.64815, 0.41055, -4.68369)
C (-4.45155, -3.91012, -6.36170)
C (-3.12530, -4.06660, -5.66512)
C (-2.09773, -3.15269, -5.85807)
C (-0.91335, -3.23292, -5.13780)
C (0.21062, -2.26516, -5.39129)
C (-0.76742, -4.26405, -4.20990)
C (-1.75468, -5.23760, -4.04642)
C (-1.60485, -6.36744, -3.06562)
C (-2.92354, -5.12216, -4.78910)
C (0.39026, -4.27113, -3.24371)
O (1.30409, -5.05835, -3.26653)
O (0.27391, -3.29539, -2.34369)
H (-4.44535, -3.04111, -7.02010)
H (-5.24301, -3.77392, -5.62155)
H (-4.69667, -4.79775, -6.94910)
H (-2.23036, -2.33616, -6.56099)
H (-0.12909, -1.42825, -5.99997)
H (1.02893, -2.77310, -5.91060)
H (0.60604, -1.85978, -4.46198)
H (-0.56123, -6.62574, -2.90179)
H (-2.13660, -7.24977, -3.42530)
H (-2.05489, -6.08130, -2.11098)
H (-3.70933, -5.85319, -4.63097)

The energy above the lowest of the compared OMol25 structures with the same formula, charge and spin is 8.4 kcal per mole. Its total charge is -1. The value obtained for the highest occupied orbital energy (spin up / spin down) is -3.17 / -3.26 eV. As for the gap between HOMO and LUMO (spin up / spin down): 4.4 / 4.5 eV. The maximum force is 2.5 eV/A.

---

3.
C49H50LiN13OP3 as an isolated structure. Source: the Open Molecules 2025 dataset; level of theory: ωB97M-V/def2-TZVPD.

CARTESIAN COORDINATES (ANGSTROEM)
Li (-2.39670, 1.14060, -0.54418)
C (0.19672, 1.93224, 4.34973)
N (-0.92691, 1.69076, 3.46805)
C (-0.91489, 1.60596, 2.13427)
N (-2.11868, 1.31907, 1.68452)
C (-2.85931, 1.24900, 2.82375)
N (-2.16745, 1.44671, 3.92454)
C (1.27016, 0.87278, 4.21653)
C (2.59248, 1.19183, 4.50533)
C (3.58513, 0.22588, 4.41561)
C (3.27623, -1.06510, 4.02390)
C (1.95663, -1.38493, 3.71327)
C (0.95797, -0.41859, 3.81890)
C (1.61946, -2.72068, 3.24702)
N (2.38520, -3.75976, 3.15534)
N (1.62854, -4.76880, 2.62351)
C (0.44536, -4.28626, 2.41631)
O (0.37082, -2.98523, 2.79226)
C (-0.69643, -4.92406, 1.78200)
C (-0.58071, -6.21042, 1.25733)
C (-1.65010, -6.76297, 0.57709)
C (-2.82546, -6.04142, 0.40442)
C (-2.94759, -4.76630, 0.93577)
C (-4.19530, -3.93567, 0.71464)
N (-3.86675, -2.72208, -0.01492)
C (-3.50154, -1.52362, 0.45115)
N (-3.13209, -0.74784, -0.54997)
C (-3.30821, -1.54518, -1.63688)
N (-3.75750, -2.74276, -1.35347)
C (-1.88157, -4.21470, 1.63074)
H (-0.20427, 1.95775, 5.36217)
H (0.62298, 2.91163, 4.12873)
H (-0.03971, 1.76519, 1.52823)
H (-3.91816, 1.04645, 2.83753)
H (2.84945, 2.20236, 4.80294)
H (4.60968, 0.48482, 4.64783)
H (4.03674, -1.83151, 3.95754)
H (-0.06568, -0.69058, 3.59210)
H (0.34914, -6.74842, 1.38339)
H (-1.56697, -7.75677, 0.15783)
H (-3.64508, -6.47252, -0.15746)
H (-4.64948, -3.64840, 1.66271)
H (-4.91717, -4.48827, 0.11898)
H (-3.50439, -1.24036, 1.49131)
H (-3.10086, -1.22849, -2.64318)
H (-1.95402, -3.21373, 2.03816)
C (1.64798, 1.52398, -0.02774)
P (0.16252, 1.05268, -1.07046)
C (0.27241, -0.76363, -1.22077)
C (-0.17396, -1.37680, -2.39308)
C (-0.22508, -2.75733, -2.49935)
C (0.16962, -3.54990, -1.43241)
C (0.59441, -2.95022, -0.25663)
C (0.61969, -1.56945, -0.14045)
C (0.66664, 1.66503, -2.71926)
C (0.26548, 2.95277, -3.06206)
C (0.66389, 3.52275, -4.26330)
C (1.45954, 2.79897, -5.13797)
C (1.86649, 1.51521, -4.80309)
C (1.47870, 0.95088, -3.59824)
P (3.38771, 1.41987, -0.70897)
C (3.83460, -0.30544, -0.22963)
C (3.81956, -0.76973, 1.08486)
C (4.15906, -2.08154, 1.37156)
C (4.52362, -2.94702, 0.34835)
C (4.56731, -2.49007, -0.95906)
C (4.23342, -1.17219, -1.24383)
C (4.27434, 2.32356, 0.62938)
C (5.51306, 2.84813, 0.25756)
C (6.31197, 3.51366, 1.17435)
C (5.87842, 3.67076, 2.48224)
C (4.64181, 3.16911, 2.85920)
C (3.84095, 2.50529, 1.94134)
H (1.59906, 0.96120, 0.90748)
H (1.49924, 2.58356, 0.20555)
H (-0.47018, -0.75689, -3.23171)
H (-0.57421, -3.21593, -3.41629)
H (0.14350, -4.62964, -1.50755)
H (0.92170, -3.56807, 0.56977)
H (0.93023, -1.12916, 0.79907)
H (-0.35774, 3.51603, -2.37452)
H (0.35359, 4.52728, -4.52288)
H (1.76330, 3.23419, -6.08112)
H (2.49544, 0.95258, -5.48144)
H (1.78901, -0.05392, -3.34814)
H (3.55830, -0.10385, 1.90025)
H (4.13779, -2.43303, 2.39726)
H (4.78886, -3.97167, 0.57579)
H (4.87022, -3.15510, -1.75791)
H (4.29335, -0.80377, -2.26149)
H (5.84578, 2.72724, -0.76723)
H (7.26863, 3.91540, 0.86659)
H (6.49875, 4.18610, 3.20378)
H (4.29677, 3.29359, 3.87887)
H (2.87667, 2.13619, 2.27143)
C (-2.47534, 0.83802, -4.79547)
P (-3.06729, 1.60420, -3.22455)
C (-3.26847, 3.32713, -3.85309)
C (-4.83805, 1.08904, -3.30945)
H (-3.14197, 1.10288, -5.61764)
H (-2.44191, -0.24939, -4.70973)
H (-1.46957, 1.20117, -5.01626)
H (-3.91062, 3.32720, -4.73419)
H (-2.29553, 3.73408, -4.12462)
H (-3.70529, 3.96640, -3.08359)
H (-5.28231, 1.40997, -4.25259)
H (-5.38256, 1.52770, -2.47446)
H (-4.92102, 0.00568, -3.22810)
N (-6.37991, 4.62003, -0.21523)
N (-5.08644, 4.19153, -0.26816)
N (-4.07453, 5.00793, -0.10839)
C (-3.05236, 4.16205, -0.14185)
N (-3.45607, 2.90160, -0.32581)
N (-4.76868, 2.93340, -0.39852)
H (-6.42435, 5.62161, -0.31879)
H (-6.97522, 4.10573, -0.84562)
H (-2.02446, 4.46278, -0.03740)

Its total charge is +1. The value obtained for the highest occupied orbital energy is -10.46 eV. As for the gap between HOMO and LUMO: 8.2 eV. The maximum force is 0.8 eV/A.

---

Which of these has the highest maximum force?
C49H50ClLuN5O4S7Si

---

Which value of maximum force does entry 2 give?
2.5 eV/A